# C23H25N3O5

A single C23H25N3O5 molecule (ωB97M-V with the def2-TZVPD basis set, the Open Molecules 2025 dataset).

```
! wB97M-V def2-TZVPD RIJCOSX def2/J DEFGRID3
* xyz 0 1
C -0.07808 -3.43146 -0.56876
C 0.55760 -2.60437 0.23814
C 1.93609 -2.85739 0.77645
N 2.82198 -1.73860 0.52480
C 3.88439 -1.82186 -0.30033
O 4.22328 -2.84459 -0.85570
C 4.64845 -0.50736 -0.49590
C 5.02512 0.16434 0.82386
C 3.87885 1.12396 1.10544
O 3.63682 1.64664 2.16761
N 3.17368 1.27667 -0.05466
C 2.01408 2.04982 -0.22042
C 1.67774 2.55234 -1.47649
C 0.50850 3.26090 -1.65336
C -0.35453 3.48593 -0.58316
O -1.51308 4.15982 -0.87883
C -2.48378 4.27733 0.13662
C -3.01697 2.91908 0.62419
O -3.42877 2.76349 1.75198
N -2.96409 1.98076 -0.34903
C -3.20713 0.60401 -0.26963
C -3.58609 -0.02940 0.90580
C -3.77939 -1.40000 0.93161
C -3.60571 -2.15834 -0.22015
O -3.75989 -3.50951 -0.30336
C -4.10237 -4.21943 0.86208
C -3.23603 -1.51586 -1.40396
C -3.03457 -0.15481 -1.42645
C -0.01192 3.00534 0.67442
C 1.16015 2.29428 0.85024
C 3.76025 0.55100 -1.16664
H -1.07315 -3.22974 -0.92446
H 0.37338 -4.35351 -0.89623
H 0.09393 -1.67896 0.55938
H 1.88277 -3.02792 1.85955
H 2.38327 -3.73062 0.29747
H 2.56438 -0.85577 0.93657
H 5.51869 -0.74464 -1.10963
H 5.94327 0.74758 0.72617
H 5.15866 -0.53198 1.65074
H 2.32766 2.39521 -2.32232
H 0.24285 3.65044 -2.62353
H -3.30737 4.84071 -0.31287
H -2.11149 4.84096 0.99969
H -2.62989 2.29811 -1.25126
H -3.72712 0.55107 1.80206
H -4.06830 -1.86159 1.86201
H -5.07368 -3.90303 1.25520
H -4.15877 -5.26488 0.56337
H -3.33887 -4.10577 1.63840
H -3.11188 -2.10891 -2.29626
H -2.73930 0.32856 -2.34696
H -0.65062 3.16160 1.52844
H 1.41352 1.93495 1.83342
H 4.36600 1.22049 -1.78963
H 2.97748 0.10490 -1.78576
*
```

Relative energy (zero: lowest compared OMol25 entry of this formula, charge and spin) (kcal/mol): 35.0
HOMO-LUMO gap (eV): 8.700
Structure (SMILES): C=CCNC(=O)[C@@H]1CC(=O)N(c2ccc(OCC(=O)Nc3ccc(OC)cc3)cc2)C1

These are the natural (NBO) partial charges, in e, on atoms 1 to 2: atom 1 (C): -0.37, atom 2 (C): -0.19


# C23H25NO6

A molecular structure, C23H25NO6 in a non-equilibrium geometry (ωB97M-V with the def2-TZVPD basis set, the Open Molecules 2025 dataset).

```
! wB97M-V def2-TZVPD RIJCOSX def2/J DEFGRID3
* xyz 0 1
C -7.62782 -0.81211 0.61967
H -8.52232 -0.41979 0.35541
H -7.40534 -1.65987 -0.04403
H -7.49580 -1.03305 1.57945
O -6.76621 -0.00320 -0.08089
C -5.49737 -0.17021 0.16133
C -4.99309 -1.36009 0.84104
C -3.56084 -1.42909 0.60310
C -2.71723 -0.47841 0.11805
C -3.15643 0.59168 -0.38247
C -4.62251 1.06811 -0.42154
O -5.00299 2.15087 -1.13336
C -6.18558 2.10254 -1.61394
H -6.89566 2.50840 -0.64461
H -6.56292 1.45594 -2.27273
H -6.21414 3.17216 -1.95747
H -2.51589 1.21578 -0.76859
C -1.24738 -0.79380 0.31833
C -0.23418 0.27419 0.66912
O 0.97430 0.03985 0.86245
C 1.49476 -1.14029 0.12350
C 0.61668 -2.05541 -0.15018
C 1.33959 -3.18241 -0.76869
C 2.64645 -3.36831 -0.66730
C 3.51481 -2.22357 -0.57047
C 3.01950 -1.22485 0.20701
C 3.79769 -0.34949 0.83609
N 5.00759 0.26948 -0.00865
C 5.91392 0.86487 0.80401
C 5.66697 2.35046 0.83699
O 5.38854 3.02286 -0.57019
C 4.30293 2.18013 -1.28462
C 4.69049 0.75166 -1.24942
H 3.79845 0.05015 -1.74165
H 5.50821 0.52046 -1.90225
H 4.27191 2.85066 -2.11221
H 3.42018 2.35576 -0.77711
H 6.46471 2.98705 1.43485
H 4.73473 2.57889 1.42836
H 6.04588 0.63267 1.79076
H 6.99522 0.71547 0.27139
H 3.02497 0.79454 1.24620
H 4.04395 -0.55438 1.84645
O 4.80173 -2.69491 -0.35431
H 5.16414 -1.63239 -0.23061
H 3.35201 -4.35641 -1.25630
H 0.78644 -4.18051 -1.17216
C -0.59546 -2.16672 -0.26591
O -1.43743 -2.80457 -0.82777
C -0.84441 1.53478 1.41974
H -1.72636 1.50408 1.63380
H -0.54442 2.33297 0.61733
H 0.11837 1.70680 2.13039
H -3.09330 -2.43974 1.26658
H -5.44004 -2.04970 1.20803
*
```

Relative energy (zero: lowest compared OMol25 entry of this formula, charge and spin) (kcal/mol): 557.6
HOMO-LUMO gap (eV): 6.674

These are the natural (NBO) partial charges, in e, on atoms 1 to 2: atom 1 (C): -0.25, atom 2 (H): 0.19


# C23H26AgN6S

A molecular structure, C23H26AgN6S (ωB97M-V with the def2-TZVPD basis set, the Open Molecules 2025 dataset).

```
! wB97M-V def2-TZVPD RIJCOSX def2/J DEFGRID3
* xyz 1 1
Ag 0.24807 0.47618 -2.26666
C 1.08028 -1.57726 0.26487
C 0.36988 1.06850 0.83137
C 0.45229 2.42730 0.19610
C 0.65341 3.56755 0.96105
C 0.70441 4.80367 0.33822
C 0.55136 4.86754 -1.03634
C 0.36014 3.68565 -1.72903
N 0.31310 2.49220 -1.13381
N 0.43932 -1.81515 -1.02039
C -0.89924 -2.37966 -0.89780
C -2.02010 -1.35808 -0.87097
C -3.17428 -1.63186 -0.14682
C -4.23159 -0.74055 -0.19120
C -4.10282 0.41011 -0.95442
C -2.91777 0.61560 -1.63364
N -1.89628 -0.24683 -1.59948
C 1.29088 -2.51190 -1.97946
C 2.42311 -1.66980 -2.52426
C 3.73295 -2.11409 -2.46349
C 4.73826 -1.35301 -3.04075
C 4.39840 -0.16818 -3.66903
C 3.06707 0.21019 -3.68068
N 2.09756 -0.51728 -3.12479
H 0.36890 -1.67826 1.08794
H 1.89831 -2.28509 0.44338
H 0.25156 1.15474 1.90905
H -0.49353 0.53621 0.43240
H 0.76558 3.47890 2.03349
H 0.86094 5.70366 0.91851
H 0.58155 5.80816 -1.56757
H 0.24143 3.69106 -2.80572
H -0.98765 -3.00249 -0.00198
H -1.08744 -3.03762 -1.74950
H -3.23245 -2.53816 0.44295
H -5.14037 -0.93802 0.36228
H -4.90068 1.13638 -1.02171
H -2.76991 1.50694 -2.23108
H 0.67559 -2.80037 -2.83371
H 1.71285 -3.42979 -1.54937
H 3.95998 -3.04956 -1.96884
H 5.76810 -1.68272 -3.00032
H 5.14367 0.45754 -4.13905
H 2.76184 1.13348 -4.15692
C -2.98129 -0.46522 3.35005
N -1.64002 -0.61483 3.87857
C -1.26384 -0.19483 5.14679
C 0.04351 -0.48840 5.27140
N 0.40569 -1.07307 4.06959
C -0.61770 -1.16753 3.18262
S 1.85043 0.06221 0.46128
H -3.70756 -0.95124 4.00064
H -3.01135 -0.93003 2.36860
H -3.24229 0.58918 3.25445
H -1.94985 0.26122 5.83965
H 0.72434 -0.34274 6.09118
H 1.33320 -1.39054 3.85240
*
```

HOMO-LUMO gap (eV): 9.050

These are the natural (NBO) partial charges, in e, on atoms 1 to 2: atom 1 (Ag): 0.85, atom 2 (C): -0.40


# C23H26AsFHgN7O11S

A molecular structure, C23H26AsFHgN7O11S in a non-equilibrium geometry (ωB97M-V with the def2-TZVPD basis set, the Open Molecules 2025 dataset).

```
! wB97M-V def2-TZVPD RIJCOSX def2/J DEFGRID3
* xyz -2 2
Hg 0.61695 0.53756 -0.10742
O 1.30720 0.36337 3.97589
As 2.48448 0.04388 2.69133
O 3.44057 -1.13567 3.31139
O 1.68408 -0.46734 1.33836
C 3.59428 1.67293 2.72955
C 4.77022 1.59745 3.46262
C 5.54349 2.73391 3.65382
C 5.14711 3.95019 3.11042
C 3.98011 4.03177 2.36476
C 3.21597 2.89508 2.17467
S 1.72599 2.87601 1.17656
O 2.15546 2.02274 0.04578
O 1.42186 4.23830 0.80635
O 0.75044 2.23552 2.04346
H 0.69655 0.97731 3.53534
H 5.04198 0.63413 3.87932
H 6.46623 2.68160 4.22027
H 5.75077 4.83422 3.27809
H 3.63389 4.96249 1.93444
N -1.69838 -1.83993 1.75979
C -0.79742 -2.50042 1.45569
N 0.15670 -3.35334 1.14173
C 1.46139 -3.38187 1.79294
C 1.63468 -4.71086 2.52603
C 1.41013 -5.88498 1.56907
C 0.05292 -5.75818 0.87278
C -0.05231 -4.40185 0.16991
H 1.55787 -2.54677 2.48614
H 2.23808 -3.25264 1.03154
H 0.91584 -4.76241 3.34868
H 2.63979 -4.74721 2.94952
H 1.46800 -6.83728 2.10603
H 2.20211 -5.88463 0.81345
H -0.74716 -5.82537 1.61538
H -0.08677 -6.56933 0.15235
H -1.03008 -4.28667 -0.29911
H 0.71624 -4.32162 -0.60949
C 0.04646 -2.86441 -3.93004
N -0.79306 -2.10433 -3.04398
C -2.13247 -1.89503 -3.37792
C -2.90268 -1.05971 -2.59201
C -2.32604 -0.47748 -1.46652
N -1.00329 -0.68109 -1.16248
C -0.21961 -1.42367 -1.97283
O 1.00261 -1.52858 -1.77359
N -3.07354 0.26180 -0.57858
H -0.01499 -2.47116 -4.95157
H -0.26052 -3.91770 -3.93589
H 1.06720 -2.77841 -3.56455
H -2.49364 -2.39991 -4.26072
H -3.93281 -0.85231 -2.84274
H -3.86263 0.75230 -0.96386
H -2.51519 0.78510 0.08022
F -4.69456 1.76182 -4.00540
C -4.39479 2.77113 -3.15993
C -3.10363 2.93795 -2.78038
N -2.74049 3.94292 -1.91651
C -1.33920 4.08918 -1.53142
C -0.68442 2.72298 -1.27334
O 0.04480 2.25105 -2.16067
O -0.97965 2.16915 -0.16987
C -3.67030 4.82115 -1.41309
O -3.40539 5.75163 -0.67522
N -4.96576 4.59833 -1.83289
C -5.45197 3.61403 -2.71104
O -6.63876 3.58775 -2.98991
H -2.31356 2.28654 -3.12966
H -1.29210 4.67017 -0.61360
H -0.77832 4.60008 -2.31639
H -5.64696 5.25865 -1.49106
*
```

Relative energy (zero: lowest compared OMol25 entry of this formula, charge and spin) (kcal/mol): 34.3
HOMO-LUMO gap (spin up / spin down) (eV): 3.901 / 7.335

These are the Mulliken partial charges, in e, on atoms 1 to 2: atom 1 (Hg): 1.47, atom 2 (O): -0.67